1.
Formula: C5H10O
Source: the OMol25 dataset
Level of theory: ωB97M-V with the def2-TZVPD basis set

Structure (ORCA input):
```
! wB97M-V def2-TZVPD RIJCOSX def2/J DEFGRID3
* xyz 0 1
C 0.56342 -1.23327 -2.15906
C 0.91654 -0.48175 -1.20427
C 0.16092 -0.42896 0.07589
C 0.74414 -0.44779 1.30201
C -0.05365 -0.31961 2.51418
H 0.94368 -1.34424 -3.19654
H -0.40968 -1.85672 -1.87851
H 1.88711 0.21492 -1.04401
H -0.90555 -0.40078 -0.09910
H 1.85822 -0.39709 1.46852
H -1.06382 0.03826 2.26416
H 0.52476 0.22697 3.26614
H -0.00360 -1.19783 3.17820
O -1.65470 2.34266 -0.66437
H -1.38200 1.77013 -1.46982
H -2.19976 1.67341 -0.34654
*
```

HOMO, eV: -8.8
Relative energy (zero: lowest compared OMol25 entry of this formula, charge and spin), kcal/mol: 66.4
Total energy, a.u.: -271.646722
SMILES: C=C/C=C/C.O
Maximum force, eV/A: 7.287

2.
Formula: C31H50O15
Source: the OMol25 dataset
Level of theory: ωB97M-V with the def2-TZVPD basis set

Structure (ORCA input):
```
! wB97M-V def2-TZVPD RIJCOSX def2/J DEFGRID3
* xyz 0 1
C -1.65921 2.14403 -4.19551
C -2.74245 1.21367 -3.64134
O -3.06457 0.16757 -4.53811
C -2.44314 -1.07108 -4.28808
C -1.25461 -1.35226 -5.21235
O -0.07966 -1.46543 -4.41992
C 1.14537 -1.45701 -5.07315
C 1.80039 -0.10606 -5.22815
C 1.81631 0.82075 -4.00191
C 1.83041 0.17108 -2.60572
C 0.51098 0.33229 -1.85678
C 0.56845 -0.21376 -0.43661
C 0.67975 -1.73928 -0.31235
O 0.53147 -2.36249 -1.60105
C 0.44677 -3.71179 -1.56092
C -0.48775 -4.27189 -2.59677
O 1.07177 -4.40371 -0.78045
C 2.01541 -2.61269 -4.58522
O 1.45489 -3.72421 -5.25359
C 1.13435 -3.26801 -6.50788
O 1.01749 -3.97709 -7.49482
O 0.96984 -1.93070 -6.45217
H -2.07374 2.98195 -4.74036
H -0.98631 1.60011 -4.84822
H -1.04513 2.50957 -3.37712
H -2.40966 0.82761 -2.68079
H -3.64641 1.79460 -3.49614
H -3.19964 -1.82680 -4.47683
H -2.13815 -1.18404 -3.24854
H -1.20759 -0.53754 -5.92558
H -1.45789 -2.28350 -5.72980
H 1.23599 0.39193 -6.01353
H 2.79372 -0.23764 -5.63647
H 2.73237 1.39825 -4.07969
H 1.01072 1.54322 -4.04106
H 2.16554 -0.85974 -2.60494
H 2.55844 0.71876 -2.00896
H -0.32942 -0.04734 -2.42488
H 0.37645 1.40406 -1.76221
H -0.36293 0.06574 0.05148
H 1.35288 0.25183 0.14778
H 1.62562 -2.02019 0.13611
H -0.10614 -2.13723 0.32125
H -1.24380 -3.52870 -2.82171
H -0.95521 -5.16556 -2.21375
H 0.04561 -4.46290 -3.52102
H 3.01668 -2.39925 -4.95125
H 2.00821 -2.74601 -3.51577
O 0.44960 2.88304 -0.02915
C 0.06446 2.93782 1.10351
C -1.36753 2.95303 1.59679
C -1.21559 3.40782 3.04653
C 0.17207 2.89150 3.39120
O 0.91332 2.94993 2.15182
H -1.76279 1.93760 1.52950
H -1.97200 3.62690 0.99616
H -1.98411 3.03061 3.70930
H -1.22768 4.49871 3.09572
H 0.15176 1.85539 3.72976
H 0.68083 3.50006 4.13495
O 6.15562 6.59396 0.49031
C 5.34197 5.74530 0.28169
C 4.59762 5.47355 -1.01326
C 3.44677 4.57791 -0.55632
C 4.05355 3.88401 0.65415
O 4.96955 4.84238 1.21917
H 5.27435 4.95880 -1.69691
H 4.26080 6.40385 -1.46065
H 3.08959 3.88034 -1.31034
H 2.60173 5.19104 -0.24195
H 4.61779 2.98928 0.38007
H 3.31276 3.61665 1.40262
O -1.55725 -0.10184 3.75291
C -2.51976 0.09085 4.43917
C -3.57362 -0.90313 4.86929
C -4.70436 0.00129 5.36090
C -3.94086 1.23116 5.83367
O -2.78351 1.30754 4.97562
H -3.15752 -1.51908 5.66590
H -3.87175 -1.53277 4.03675
H -5.32414 -0.44101 6.13721
H -5.35215 0.26768 4.52440
H -3.59516 1.13612 6.86454
H -4.51244 2.15085 5.73657
O -2.92316 -4.50315 7.02732
C -1.80199 -4.27789 6.68474
C -0.53817 -5.01321 7.08644
C 0.56214 -4.03622 6.67123
C -0.08901 -3.30579 5.50380
O -1.49615 -3.28547 5.81379
H -0.49190 -5.94853 6.52729
H -0.54163 -5.22170 8.15188
H 1.50440 -4.50999 6.40544
H 0.75544 -3.33500 7.48412
H 0.04560 -3.83053 4.55635
H 0.25998 -2.28276 5.39085
*
```

HOMO, eV: -9.9
Total energy, a.u.: -2339.870118
SMILES: CCOCCO[C@@]1(CCCCCCOC(C)=O)COC(=O)O1.O=C1CCCO1.O=C1CCCO1.O=C1CCCO1.O=C1CCCO1
Maximum force, eV/A: 2.932

3.
Formula: C27H29BN12S2Sn
Source: the OMol25 dataset
Level of theory: ωB97M-V with the def2-TZVPD basis set

Structure (ORCA input):
```
! wB97M-V def2-TZVPD RIJCOSX def2/J DEFGRID3
* xyz 1 2
Sn 0.46738 0.68235 0.51850
C 2.09204 3.16275 -1.51611
C 1.64544 1.92174 -2.14329
C 1.60547 1.61649 -3.51528
C 1.21423 0.30552 -3.60618
N 1.08849 -0.21834 -2.43106
N 1.36229 0.79661 -1.46293
B 0.59765 -1.62489 -1.97254
N -0.88298 -1.51743 -1.51588
C -1.98299 -1.97742 -2.16809
C -3.10688 -1.27528 -1.70500
C -2.55359 -0.34291 -0.82249
C -3.07991 0.85746 -0.06194
N -1.23896 -0.54190 -0.70018
N 1.40878 -2.09280 -0.65674
C 2.07553 -3.22773 -0.40768
C 2.36116 -3.30650 0.93834
C 1.82243 -2.15289 1.45012
C 1.85396 -1.85045 2.94984
N 1.28755 -1.39897 0.49229
N 0.72810 -2.60319 -3.09071
C 0.23426 -3.90665 -3.01868
C 0.29503 -4.42243 -4.28194
C 0.85158 -3.41605 -5.09545
C 1.32469 -3.54235 -6.57388
N 1.12976 -2.38365 -4.32751
H 2.58000 3.77662 -2.29513
H 1.25790 3.77243 -1.18718
H 2.63552 2.97728 -0.59714
H 1.81423 2.26755 -4.34542
H 0.98359 -0.29092 -4.43795
H -1.81792 -2.76939 -2.85755
H -4.15156 -1.39145 -1.97702
H -3.86028 1.31698 -0.73241
H -3.58891 0.63306 0.87246
H -2.28740 1.59564 0.06221
H 2.37905 -3.86152 -1.20538
H 2.89898 -4.08232 1.49483
H 2.85611 -2.09318 3.37016
H 1.57254 -0.79541 3.15541
H 1.11840 -2.50929 3.40802
H -0.26435 -4.39941 -2.17985
H -0.00535 -5.41460 -4.54121
H 1.85104 -4.50095 -6.76812
H 0.49550 -3.53096 -7.30703
H 2.11131 -2.79250 -6.85545
S 2.39385 1.43146 1.85618
C 1.40968 2.78168 2.33694
N 0.41134 3.26780 1.63104
C -0.19222 4.32904 2.23360
C -1.17382 5.15326 1.64027
C -1.43697 6.37695 2.21070
C -0.79370 6.75896 3.42535
C 0.10141 5.89732 4.04696
C 0.38671 4.68388 3.44043
S 1.69430 3.64981 3.80560
H -1.62413 4.87359 0.72009
H -2.10098 7.09959 1.76145
H -1.07328 7.73200 3.83588
H 0.49514 6.17880 5.01132
N -2.01064 -3.37829 3.50699
C -1.86123 -2.05462 3.46515
C -1.40983 -1.41010 2.26576
N -0.97642 -0.12131 2.37109
C -1.10986 0.51900 3.52426
C -1.73800 -0.08171 4.58931
N -2.17589 -1.36445 4.55027
H -1.99063 -3.93434 2.66696
H -2.28397 -3.81339 4.34994
H -1.43350 -1.91661 1.31793
H -0.76715 1.52761 3.55442
H -1.91910 0.36531 5.53029
*
```

HOMO (spin up / spin down), eV: -10.1 / -10.8
Relative energy (zero: lowest compared OMol25 entry of this formula, charge and spin), kcal/mol: 18.6
Total energy, a.u.: -2738.805456
Maximum force, eV/A: 3.672

4.
Formula: C26H28N4
Source: the OMol25 dataset
Level of theory: ωB97M-V with the def2-TZVPD basis set

Structure (ORCA input):
```
! wB97M-V def2-TZVPD RIJCOSX def2/J DEFGRID3
* xyz 0 1
C -4.32692 1.89933 3.94570
N -3.33270 1.47558 2.97571
C -2.40642 0.49868 3.21228
C -1.56709 0.38385 2.07949
C -0.40354 -0.38152 1.91341
C -0.24057 -1.28694 0.84915
C -0.94732 -1.16814 -0.38458
C -0.40640 -1.67512 -1.54552
C 0.70587 -2.56266 -1.47428
N 1.33799 -2.96849 -2.61352
C 0.79794 -2.65095 -3.92793
C 0.10365 -1.29895 -3.95501
C -0.95535 -1.24614 -2.86344
C 2.30368 -4.04647 -2.59390
C 3.11206 -4.09602 -1.30610
C 2.21682 -4.03455 -0.07008
C 1.16473 -2.98195 -0.18492
C 0.70696 -2.34414 0.94442
C -2.01385 1.39841 1.12808
C -1.38119 1.96252 0.02920
C -1.75773 3.24658 -0.39289
C -2.87352 3.87289 0.18447
C -3.59561 3.27746 1.23641
C -3.11701 2.06476 1.72000
H -4.46826 2.98203 3.87482
H -5.29989 1.41355 3.77968
H -3.95037 1.62873 4.93528
H -2.33794 -0.06402 4.14119
H 0.30677 -0.39116 2.74133
H -1.85037 -0.56050 -0.43732
H 1.62025 -2.66874 -4.65353
H 0.08086 -3.43266 -4.23078
H 0.83027 -0.49715 -3.79034
H -0.36376 -1.14444 -4.92750
H -1.79382 -1.90399 -3.14123
H -1.36164 -0.23074 -2.76975
H 1.79687 -5.01395 -2.76261
H 2.98786 -3.90819 -3.43627
H 3.69662 -5.01973 -1.27452
H 3.81835 -3.25645 -1.26665
H 1.74318 -5.01679 0.09518
H 2.82456 -3.83007 0.82339
H 1.11526 -2.61962 1.91871
H -0.55672 1.43847 -0.44453
H -1.17568 3.76552 -1.16898
H -3.16275 4.85293 -0.17896
H -4.48252 3.73233 1.67853
C 3.06132 4.43876 0.55354
C 2.56425 3.11592 0.98471
C 1.24607 2.74595 1.42349
N 1.25139 1.41472 1.69787
C 2.52794 0.97993 1.45422
N 3.34361 2.00474 1.02049
H 2.34138 4.94160 -0.10005
H 3.24142 5.09101 1.42177
H 4.01462 4.30485 0.02404
H 0.38933 3.40729 1.50322
H 2.87704 -0.03813 1.60542
*
```

HOMO, eV: -6.0
Relative energy (zero: lowest compared OMol25 entry of this formula, charge and spin), kcal/mol: 18.2
Total energy, a.u.: -1226.496350
Maximum force, eV/A: 2.964

5.
Formula: C22H35BBrF4N2O2RuSbSe5Si4
Source: the OMol25 dataset
Level of theory: ωB97M-V with the def2-TZVPD basis set

Structure (ORCA input):
```
! wB97M-V def2-TZVPD RIJCOSX def2/J DEFGRID3
* xyz -1 6
Ru -0.65435 -0.82667 0.10087
Se 2.59648 -1.65386 1.11903
N 1.67410 -0.75539 -0.12800
C 2.36189 -0.83660 -1.25307
C 1.92505 -0.34683 -2.52412
C 2.74966 -0.46589 -3.58846
C 4.04802 -1.07531 -3.48096
C 4.48846 -1.57803 -2.30625
C 3.64330 -1.48233 -1.15290
N 3.95994 -1.95922 0.03798
H 0.93067 0.06791 -2.61092
H 2.42531 -0.11269 -4.55944
H 4.66902 -1.13524 -4.36521
H 5.45312 -2.05571 -2.20566
C -1.53140 4.65386 -1.59561
Si -0.75107 3.00542 -2.06461
C 0.92588 3.44136 -2.80545
C -1.82192 2.27968 -3.41999
Si -0.44821 1.65400 -0.13612
Si -2.30478 2.02096 1.26015
C -2.43677 1.06285 2.85910
C -3.83262 1.97515 0.14488
C -2.15462 3.82080 1.86001
Si 1.43113 2.56788 0.97068
C 1.53596 2.00573 2.75439
C 3.10604 2.29690 0.14100
C 1.25819 4.45458 0.98876
H -1.57925 5.28721 -2.48667
H -0.94099 5.18105 -0.84488
H -2.54670 4.53573 -1.21547
H 0.76578 4.03173 -3.71274
H 1.53118 2.57573 -3.07162
H 1.50889 4.04692 -2.11101
H -1.81759 2.96555 -4.27240
H -2.85171 2.15406 -3.08047
H -1.47165 1.30693 -3.76320
H -2.66464 0.00250 2.77949
H -3.23013 1.54320 3.43919
H -1.49864 1.14430 3.40902
H -3.65493 1.43764 -0.79129
H -4.08942 3.00845 -0.10166
H -4.70102 1.51103 0.61884
H -1.33912 3.93014 2.57882
H -3.08170 4.08657 2.37950
H -2.00881 4.53748 1.05410
H 1.78832 0.94905 2.84721
H 0.60103 2.15285 3.29738
H 2.31521 2.59441 3.24842
H 3.57522 1.36256 0.45254
H 3.76430 3.11728 0.44118
H 3.04656 2.29586 -0.94824
H 0.32535 4.81905 1.42260
H 1.34751 4.87540 -0.01364
H 2.08365 4.85456 1.58532
F -1.43932 -2.20383 3.29342
B -0.21533 -1.57789 3.45613
F -0.02571 -0.71749 2.23694
F 0.83493 -2.47579 3.47990
F -0.18868 -0.71487 4.53005
Se -3.62009 -3.77082 -0.49757
Sb -3.27737 -1.66889 0.42652
Se -4.47073 -2.30085 2.88230
Se -6.03209 -1.35971 1.44020
Se -1.64124 -0.89735 -1.98374
Br -0.10766 -9.51476 1.44164
C 0.00193 -7.71451 0.83279
C 0.53236 -7.46087 -0.42092
C 0.61681 -6.14681 -0.85136
C 0.17503 -5.10702 -0.04486
C -0.35782 -5.38699 1.20892
C -0.44596 -6.69617 1.65703
C 0.28648 -3.68530 -0.53938
O 0.81532 -3.43571 -1.61296
O -0.18951 -2.82426 0.29798
H 0.86782 -8.27744 -1.04487
H 1.02606 -5.90356 -1.82331
H -0.70953 -4.56894 1.82439
H -0.85886 -6.92071 2.63032
*
```

HOMO (spin up / spin down), eV: -5.3 / -5.3
Total energy, a.u.: -17618.346463
Maximum force, eV/A: 1.327